This record from the Open Molecules 2025 dataset describes C25H28N4O6S in the gas phase. The level of theory is wB97M-V/def2-TZVPD.

Element x y z (Å)
C  -0.6858  -2.9603  1.6124
H  -1.4045  -2.1526  1.7432
H  -0.4473  -3.3966  2.5862
H  -1.1215  -3.7204  0.9580
O  0.4483  -2.3639  1.0236
C  1.5500  -3.1293  0.7547
C  1.5980  -4.4941  1.0197
C  2.7396  -5.2318  0.7600
C  3.8643  -4.6189  0.2387
C  3.8261  -3.2652  -0.0270
C  2.6859  -2.5002  0.2091
C  2.8092  -1.0579  -0.1535
O  3.8926  -0.5305  -0.3236
N  1.6321  -0.3900  -0.3089
C  1.4961  0.9170  -0.7430
C  0.2991  1.5179  -0.8276
C  -0.9714  0.8795  -0.5184
C  -1.9808  1.4079  0.2323
N  -3.0320  0.5194  0.3505
C  -2.7123  -0.6082  -0.3792
C  -3.4386  -1.7734  -0.5776
C  -2.8760  -2.7439  -1.3824
C  -1.6314  -2.5557  -1.9868
C  -0.9008  -1.4058  -1.7797
C  -1.4292  -0.4213  -0.9439
H  0.0523  -1.2615  -2.2650
H  -1.2357  -3.3291  -2.6282
H  -3.4144  -3.6631  -1.5578
H  -4.3992  -1.9069  -0.1078
S  -4.5429  0.9680  0.9699
O  -4.2887  1.9734  1.9430
O  -5.2260  -0.2247  1.3360
N  -5.3356  1.6627  -0.3041
C  -5.7316  0.7519  -1.3502
H  -4.8990  0.5005  -2.0184
H  -6.5333  1.2058  -1.9322
H  -6.1004  -0.1513  -0.8724
C  -4.7796  2.9188  -0.7452
H  -5.5392  3.4699  -1.2989
H  -4.5028  3.4803  0.1431
H  -3.8989  2.7788  -1.3842
H  -2.0431  2.3438  0.7505
H  0.2645  2.5583  -1.1141
C  2.7387  1.6229  -1.2328
O  2.9787  1.6679  -2.4234
N  3.4627  2.2730  -0.3021
C  3.2687  2.1788  1.1242
H  2.2825  1.7686  1.3444
C  3.3973  3.5836  1.7266
O  4.6277  4.1799  1.3956
C  4.7860  4.2781  -0.0040
C  4.7147  2.9023  -0.6662
H  4.7494  2.9813  -1.7531
H  5.5451  2.2769  -0.3184
H  5.7619  4.7370  -0.1674
H  4.0021  4.9289  -0.4216
H  3.3627  3.5389  2.8163
H  2.5673  4.2095  1.3611
H  4.0383  1.5230  1.5510
H  0.7748  -0.8761  -0.0764
H  4.6860  -2.7539  -0.4328
H  4.7586  -5.1887  0.0416
H  2.7431  -6.2902  0.9737
H  0.7381  -4.9960  1.4330

Properties
- energy above the lowest of the compared OMol25 structures with the same formula, charge and spin (eV) = 2.389
- DFT total energy (eV) = -55459.8295